Version i
C20H25NO3 | the ωB97M-V functional and the def2-TZVPD basis

Cartesian coordinates (Å):
O  -5.5667  -1.4294  0.6752
H  -4.8930  -2.0947  0.4940
C  -5.6496  -0.5368  -0.4130
C  -6.4201  0.7002  0.0499
C  -5.5930  1.4526  1.0871
C  -4.2103  1.7820  0.5305
N  -3.5429  0.5496  0.1582
C  -4.2594  -0.1214  -0.9092
H  -3.7022  -1.0137  -1.2045
H  -4.3700  0.5240  -1.7989
C  -2.1140  0.6444  -0.0605
H  -1.8531  0.8051  -1.1158
C  -1.4199  -0.6525  0.4478
O  -2.2963  -1.4493  1.1986
H  -3.1273  -0.9382  1.2763
C  -0.8610  -1.4886  -0.7221
O  0.0891  -0.7817  -1.4821
C  1.3627  -0.6334  -1.0120
C  2.2022  0.1520  -1.8038
C  3.5150  0.3607  -1.4443
C  4.0399  -0.2131  -0.2867
C  3.1976  -0.9975  0.4936
C  1.8748  -1.2061  0.1467
H  1.2588  -1.8151  0.7895
H  3.5736  -1.4380  1.4054
C  5.4420  0.0042  0.0967
C  6.0316  1.2587  -0.0431
C  7.3501  1.4624  0.3190
C  8.1042  0.4159  0.8228
C  7.5296  -0.8361  0.9642
C  6.2101  -1.0405  0.6065
H  5.7730  -2.0238  0.7027
H  8.1140  -1.6577  1.3528
H  9.1347  0.5753  1.1040
H  7.7916  2.4426  0.2102
H  5.4437  2.0833  -0.4195
H  4.1513  0.9584  -2.0800
H  1.7968  0.5845  -2.7052
H  -0.4575  -2.4300  -0.3331
H  -1.6625  -1.7298  -1.4256
H  -0.5707  -0.3648  1.0865
H  -1.7347  1.4944  0.5088
H  -3.6158  2.2833  1.2977
H  -4.3083  2.4643  -0.3330
H  -6.1003  2.3718  1.3819
H  -5.4777  0.8176  1.9657
H  -7.3694  0.3857  0.4825
H  -6.6214  1.3365  -0.8139
H  -6.1893  -1.0175  -1.2483

Output
LUMO energy = 0.778 eV
SMILES string = O[C@H]1CCCN(C[C@@H](O)COc2ccc(-c3ccccc3)cc2)C1
Net charge = 0
Kohn-Sham gap = 8.9 eV
HOMO = -8.1 eV

Version ii
C20H25NO3 | the ωB97M-V functional and the def2-TZVPD basis

Cartesian coordinates (Å):
C  5.2910  0.4809  -1.4890
H  5.0537  1.5388  -1.5759
H  6.2840  0.3853  -1.0558
H  5.3121  0.0529  -2.4881
C  4.2584  -0.2420  -0.6234
C  2.8638  -0.0777  -1.2501
C  1.8049  -0.6828  -0.3778
O  1.0295  -1.5297  -0.7388
C  1.7823  -0.1554  1.0517
C  3.1756  -0.2124  1.6567
O  3.3715  -0.6934  2.7425
C  4.2641  0.3650  0.7900
H  5.2250  0.1831  1.2748
H  4.1220  1.4457  0.7201
C  1.2429  1.2895  1.0768
C  0.0561  1.4200  0.1223
O  0.1777  1.9175  -0.9787
N  -1.0983  0.9281  0.5992
H  -1.1334  0.5214  1.5206
C  -2.3432  0.9602  -0.1498
C  -3.0476  -0.3734  -0.0549
C  -2.2968  -1.5377  -0.1863
C  -2.8941  -2.7807  -0.1045
C  -4.2598  -2.8738  0.1039
C  -5.0128  -1.7213  0.2162
C  -4.4242  -0.4637  0.1367
C  -5.2899  0.7592  0.2719
C  -4.6053  2.0058  -0.2745
C  -3.2168  2.1197  0.3375
H  -3.2946  2.0810  1.4275
H  -2.7434  3.0637  0.0633
H  -4.5179  1.9346  -1.3604
H  -5.1980  2.8915  -0.0393
H  -5.5200  0.9090  1.3326
H  -6.2388  0.5905  -0.2422
H  -6.0812  -1.7891  0.3674
H  -4.7374  -3.8403  0.1696
H  -2.2940  -3.6718  -0.2084
H  -1.2345  -1.4685  -0.3671
H  -2.0539  1.1430  -1.1930
H  2.0051  1.9911  0.7390
H  0.9531  1.5510  2.0957
H  1.1173  -0.7962  1.6429
H  2.8302  -0.5596  -2.2285
H  2.6271  0.9801  -1.3849
C  4.6062  -1.7302  -0.5375
H  5.5965  -1.8663  -0.1086
H  4.5966  -2.1812  -1.5270
H  3.8892  -2.2614  0.0855

Output
LUMO energy = 0.664 eV
SMILES string = CC1(C)CC(=O)C(CC(=O)N[C@@H]2CCCc3ccccc32)C(=O)C1
Net charge = 0
Kohn-Sham gap = 9.6 eV
HOMO = -8.9 eV

Pick version ii: it beats the second-best structure by 178.3 kJ/mol.

Version i
C16H19ClN3O7RuS2 | the ωB97M-V functional and the def2-TZVPD basis

Cartesian coordinates (Å):
Ru  -0.1978  -0.0718  -0.0441
C  2.5569  0.7134  -1.8042
C  3.0954  -0.4859  -1.0071
N  2.0049  -1.2044  -0.3608
C  2.3161  -1.8080  0.9334
C  2.6508  -0.7730  2.0079
S  1.5756  0.7042  2.0123
C  2.6033  1.9468  1.1414
C  1.9697  2.4777  -0.1410
N  1.5271  1.4425  -1.0707
H  2.0996  0.3463  -2.7244
H  3.3967  1.3628  -2.0810
H  3.7808  -0.1343  -0.2389
H  3.6755  -1.1256  -1.6796
H  1.6107  -1.9167  -0.9642
H  3.1589  -2.5094  0.8678
H  1.4313  -2.3668  1.2324
H  3.6797  -0.4199  1.9484
H  2.5107  -1.2257  2.9878
H  3.5857  1.5126  0.9683
H  2.7204  2.7768  1.8361
H  2.6952  3.1554  -0.6121
H  1.0849  3.0567  0.1242
H  0.8787  1.8585  -1.7261
O  -4.3849  3.1545  3.6557
C  -3.6770  2.4991  2.9421
C  -3.0114  1.1779  3.3151
O  -3.2547  0.5036  4.2809
C  -2.0446  0.8720  2.2157
C  -2.1183  1.9248  1.2037
O  -1.3463  1.9874  0.2265
C  -3.2042  2.8762  1.5472
O  -3.6620  3.7461  0.8447
O  -1.2621  -0.0796  2.1502
S  -3.0153  -0.2520  -3.6731
C  -1.7590  -1.3845  -3.9466
C  -0.6949  -1.0872  -3.1635
N  -0.8606  0.0064  -2.3495
C  -2.0399  0.5355  -2.5114
H  -1.8711  -2.1993  -4.6419
H  0.2299  -1.6438  -3.1347
H  -2.3942  1.3932  -1.9572
Cl  -2.2916  -4.8293  -0.7399
C  -2.6964  -3.5034  0.3798
C  -1.8231  -2.2847  0.1043
O  -0.5725  -2.4230  0.1155
O  -2.3936  -1.1895  -0.1045
H  -2.5217  -3.8663  1.3894
H  -3.7409  -3.2465  0.2456

Output
LUMO energy (spin up / spin down) = -0.032 / -1.990 eV
Net charge = 0
2S+1 = 6
Kohn-Sham gap (spin up / spin down) = 8.0 / 6.3 eV
HOMO (spin up / spin down) = -8.0 / -8.3 eV

Version ii
C16H19ClN3O7RuS2 | the ωB97M-V functional and the def2-TZVPD basis

Cartesian coordinates (Å):
Ru  -0.2652  -0.0178  0.4011
C  1.9143  0.4447  -2.0889
C  2.8684  0.5897  -0.8885
N  2.1776  0.1971  0.3302
C  2.6258  0.8631  1.5342
C  2.2107  2.3410  1.5487
S  0.5209  2.6572  0.9083
C  0.8651  3.2051  -0.8161
C  0.2812  2.3122  -1.9119
N  0.5679  0.8953  -1.7564
H  1.8526  -0.6146  -2.3459
H  2.3216  0.9974  -2.9476
H  3.2062  1.6233  -0.7948
H  3.7572  -0.0315  -1.0605
H  2.1954  -0.8340  0.4303
H  3.7225  0.8095  1.6411
H  2.1714  0.3510  2.3870
H  2.8907  2.9608  0.9685
H  2.2009  2.7183  2.5693
H  1.9413  3.3054  -0.9154
H  0.4162  4.1955  -0.8977
H  0.6555  2.6969  -2.8777
H  -0.8053  2.4236  -1.8975
H  -0.1145  0.3558  -2.2861
O  -6.4305  1.8183  0.9802
C  -5.3066  1.3891  0.9126
C  -4.2592  1.4392  2.0097
O  -4.4398  1.8147  3.1484
C  -3.0082  0.9536  1.3933
C  -3.2382  0.5909  0.0084
O  -2.3097  0.2689  -0.7619
C  -4.6692  0.7618  -0.3162
O  -5.2547  0.4784  -1.3361
O  -1.8822  0.8651  1.9235
S  -1.5113  -3.2982  3.6065
C  -1.0567  -1.8421  4.3959
C  -0.4444  -1.0051  3.5209
N  -0.3258  -1.4938  2.2572
C  -0.8371  -2.6797  2.1531
H  -1.2742  -1.6829  5.4317
H  -0.0757  -0.0209  3.7499
H  -0.8524  -3.2548  1.2481
Cl  0.9612  -5.4259  -0.2248
C  0.7875  -4.0987  -1.3863
C  0.8150  -2.7493  -0.6316
O  1.7347  -2.5216  0.1552
O  -0.1264  -1.9786  -0.9322
H  -0.1576  -4.2144  -1.9169
H  1.6338  -4.1595  -2.0717

Output
LUMO energy (spin up / spin down) = -0.446 / -2.439 eV
Net charge = 0
2S+1 = 6
Kohn-Sham gap (spin up / spin down) = 7.9 / 6.2 eV
HOMO (spin up / spin down) = -8.4 / -8.6 eV

Pick version i: it beats the second-best structure by 13.9 kJ/mol.

Version i
C28H21NO8PW | the ωB97M-V functional and the def2-TZVPD basis

Cartesian coordinates (Å):
W  -0.0557  0.4242  0.1982
O  -4.8191  -0.3360  -4.7789
C  -4.0697  0.6375  -4.8183
O  -3.8401  1.5892  -5.5614
C  -3.0889  0.6630  -3.5214
C  -2.1017  1.6404  -3.4205
C  -1.2374  1.6149  -2.3524
N  -1.3382  0.6758  -1.3836
C  -2.3338  -0.2565  -1.4715
C  -3.2172  -0.2967  -2.5193
C  -2.3607  -1.1296  -0.2517
O  -2.8966  -2.1833  -0.1506
O  -1.6163  -0.5441  0.7228
H  -2.0301  2.3923  -4.1959
H  -0.4370  2.3378  -2.2342
H  -3.9965  -1.0472  -2.5734
C  1.1655  -0.9268  -3.0469
P  1.2516  -1.0173  -1.2373
C  3.0002  -0.8774  -0.7991
C  3.5699  0.3885  -0.9630
C  4.8871  0.5979  -0.6006
C  5.6343  -0.4475  -0.0701
C  5.0623  -1.6981  0.1027
C  3.7409  -1.9191  -0.2563
C  0.5602  -2.6084  -0.7369
C  0.5339  -2.8843  0.6385
C  -0.0742  -4.0384  1.0926
C  -0.6738  -4.9074  0.1894
C  -0.6656  -4.6258  -1.1682
C  -0.0478  -3.4782  -1.6387
H  1.7525  -1.7508  -3.4528
H  1.5941  0.0133  -3.3909
H  0.1322  -1.0036  -3.3876
H  2.9852  1.2039  -1.3708
H  5.3306  1.5775  -0.7193
H  6.6677  -0.2846  0.2046
H  5.6454  -2.5088  0.5182
H  3.2849  -2.8918  -0.1165
H  1.0177  -2.2061  1.3377
H  -0.1007  -4.2600  2.1509
H  -1.1566  -5.8067  0.5465
H  -1.1550  -5.2953  -1.8621
H  -0.0551  -3.2641  -2.6993
O  1.5699  0.5362  1.6426
C  1.0356  1.6758  1.4277
O  1.0296  2.0833  0.1599
C  0.0946  2.3134  2.3523
C  -1.0868  2.8032  1.7663
C  -2.1181  3.3148  2.5508
C  -1.8956  3.3617  3.9051
O  -2.6973  3.8497  4.8602
C  -1.9543  3.8149  6.0831
O  -0.7551  3.0868  5.8209
C  -0.7054  2.8906  4.4885
C  0.2939  2.3345  3.7443
H  -1.1713  2.8938  0.6895
H  -3.0368  3.6861  2.1198
H  -2.5363  3.3149  6.8547
H  -1.7100  4.8352  6.3869
H  1.1951  1.9429  4.1947

Output
LUMO energy (spin up / spin down) = -5.242 / -6.218 eV
Net charge = +1
2S+1 = 3
Kohn-Sham gap (spin up / spin down) = 5.1 / 4.1 eV
HOMO (spin up / spin down) = -10.4 / -10.4 eV

Version ii
C28H21NO8PW | the ωB97M-V functional and the def2-TZVPD basis

Cartesian coordinates (Å):
W  -0.2621  -1.0657  -0.4968
O  -3.9432  -1.7888  5.2553
C  -4.1215  -2.4011  4.1975
O  -5.1198  -2.8860  3.6457
C  -2.8652  -2.4455  3.2798
C  -1.7846  -1.6144  3.5505
C  -0.8775  -1.3395  2.5546
N  -0.9985  -1.8689  1.3233
C  -1.9467  -2.8218  1.1235
C  -2.8812  -3.1453  2.0697
C  -1.9453  -3.3818  -0.2582
O  -2.5623  -4.3023  -0.6615
O  -1.1227  -2.6225  -1.1017
H  -1.7366  -1.1398  4.5223
H  -0.0486  -0.6616  2.7064
H  -3.6823  -3.8432  1.8617
C  -2.6519  1.2991  -2.0267
P  -1.8437  0.8150  -0.4915
C  -0.3011  1.7216  -0.2737
C  0.3779  1.6080  0.9498
C  1.6713  2.0982  1.0773
C  2.2915  2.6947  -0.0066
C  1.6194  2.8232  -1.2212
C  0.3346  2.3376  -1.3619
C  -2.9463  0.9276  0.9063
C  -2.8085  1.8800  1.9152
C  -3.6418  1.8155  3.0222
C  -4.6046  0.8190  3.1207
C  -4.7729  -0.1040  2.0938
C  -3.9368  -0.0565  0.9916
H  -2.9039  2.3594  -1.9901
H  -3.5699  0.7181  -2.1160
H  -2.0139  1.0824  -2.8822
H  -0.1255  1.1930  1.8124
H  2.1840  2.0183  2.0262
H  3.2992  3.0760  0.0917
H  2.1049  3.3048  -2.0593
H  -0.1717  2.4274  -2.3135
H  -2.0616  2.6607  1.8440
H  -3.5312  2.5408  3.8170
H  -5.2195  0.7409  4.0070
H  -5.5109  -0.8894  2.1912
H  -4.0494  -0.7981  0.2061
O  1.7476  -0.9476  -0.4639
C  1.8520  -0.6311  -1.7410
O  0.7235  -0.5529  -2.3257
C  3.1236  -0.3973  -2.3581
C  3.1576  -0.0669  -3.7146
C  4.3624  0.1777  -4.3600
C  5.5023  0.0694  -3.5927
O  6.7703  0.2637  -3.9822
C  7.6042  -0.0748  -2.8601
O  6.7359  -0.2675  -1.7422
C  5.4707  -0.2613  -2.2349
C  4.3012  -0.5022  -1.5813
H  2.2279  -0.0120  -4.2638
H  4.4134  0.4307  -5.4087
H  8.2842  0.7491  -2.6590
H  8.1360  -1.0010  -3.0806
H  4.2676  -0.7613  -0.5331

Output
LUMO energy (spin up / spin down) = -4.808 / -4.981 eV
Net charge = +1
2S+1 = 3
Kohn-Sham gap (spin up / spin down) = 5.9 / 5.7 eV
HOMO (spin up / spin down) = -10.7 / -10.7 eV

Pick version ii: it beats the second-best structure by 214.4 kJ/mol.

Version i
CH3IOS2 | the ωB97M-V functional and the def2-TZVPD basis

Cartesian coordinates (Å):
C  -0.2762  0.4142  -0.6075
O  -1.6895  -1.1584  -2.0110
S  -1.6738  -3.5974  0.5911
S  -1.5762  -0.7695  -0.6275
I  -3.3058  0.8417  0.1171
H  0.7529  -0.1776  -0.5574
H  -0.4318  0.8679  -1.5058
H  -0.4075  1.0704  0.2423

Output
LUMO energy (spin up / spin down) = -2.640 / -2.629 eV
Net charge = 0
Kohn-Sham gap (spin up / spin down) = 6.9 / 6.9 eV
HOMO (spin up / spin down) = -9.6 / -9.6 eV

Version ii
CH3IOS2 | the ωB97M-V functional and the def2-TZVPD basis

Cartesian coordinates (Å):
C  1.1330  0.2057  -0.2942
O  -0.6665  -0.7817  1.6069
S  -0.0082  -0.5581  -1.3276
S  -1.4699  -0.9574  0.0734
I  -3.0943  0.8210  -0.1235
H  2.1167  -0.2156  -0.5118
H  0.7804  0.1556  0.7790
H  1.2089  1.3305  -0.2021

Output
LUMO energy = -1.334 eV
Net charge = 0
Kohn-Sham gap = 8.2 eV
HOMO = -9.6 eV

Pick version ii: it beats the second-best structure by 165.8 kJ/mol.